Record 1
16
Properties=species:S:1:pos:R:3 method="wB97M-V/def2-TZVPD" e_homo_ev="-7.01 / -7.02" homo_lumo_gap_ev="7.2 / 7.2" lumo_energy_ev="0.2 / 0.2" relative_energy_ev=5.162
C -0.317 1.846 0.441
C -0.399 0.534 -0.261
C 0.589 -0.082 -1.049
C 0.760 -0.955 0.399
C 1.845 -1.258 1.065
C -0.641 -1.432 0.702
N -1.423 -0.347 0.048
H 0.711 2.221 0.463
H -0.677 1.757 1.476
H -0.966 2.542 -0.100
H 1.464 0.505 -1.309
H 0.246 -0.759 -1.838
H 2.798 -0.784 0.814
H -0.874 -2.439 0.336
H -0.759 -1.372 1.788
H -2.140 0.057 0.634

Record 2
26
Properties=species:S:1:pos:R:3 method="wB97M-V/def2-TZVPD" e_homo_ev=-7.70 homo_lumo_gap_ev=8.5 lumo_energy_ev=0.8 relative_energy_ev=4.084
C 0.572 -0.052 -0.076
C -0.740 0.075 0.468
C -0.746 -1.806 0.866
C 0.730 2.636 -1.221
C 0.789 -0.567 -1.473
C 1.746 -0.240 0.851
C -1.937 0.398 -0.380
N -1.040 -2.058 2.223
O 0.533 1.890 -0.080
H -0.758 0.537 1.451
H -1.861 -1.569 2.558
H -0.257 -1.895 2.843
H 0.100 -2.415 0.559
H -1.582 -2.084 0.229
H -0.165 2.670 -1.878
H 1.556 2.250 -1.855
H 0.982 3.679 -0.969
H 2.561 0.388 0.494
H 1.275 -1.542 -1.458
H -0.109 -0.650 -2.081
H 1.468 0.112 -1.992
H 2.092 -1.277 0.852
H 1.500 0.049 1.871
H -1.984 -0.212 -1.282
H -2.859 0.250 0.185
H -1.865 1.436 -0.705

Record 3
97
Properties=species:S:1:pos:R:3 method="wB97M-V/def2-TZVPD" charge=-1 e_homo_ev=-7.49 homo_lumo_gap_ev=8.8 lumo_energy_ev=1.3 relative_energy_ev=9.048
N 33.012 -8.761 -25.170
S 32.966 -8.368 -26.640
O 34.186 -8.364 -27.397
O 32.019 -7.338 -26.967
F 32.247 -9.754 -27.209
S 34.164 -7.551 -24.792
O 33.665 -6.191 -25.027
O 35.521 -7.968 -24.992
F 34.097 -7.699 -23.146
C 34.825 -13.429 -22.800
O 35.395 -14.373 -22.301
N 33.955 -12.764 -22.218
N 35.128 -12.852 -23.895
H 33.432 -12.047 -22.700
H 33.647 -13.169 -21.346
H 34.487 -12.119 -24.163
H 35.544 -13.460 -24.586
C 31.056 -0.696 -27.341
O 30.329 -0.697 -28.258
N 30.991 0.240 -26.449
N 32.010 -1.559 -27.102
H 31.726 0.107 -25.768
H 30.308 0.983 -26.471
H 32.407 -1.571 -26.174
H 32.400 -2.136 -27.833
C 38.367 -12.611 -28.734
O 37.439 -13.432 -28.881
N 38.185 -11.481 -28.239
N 39.583 -12.881 -29.121
H 38.911 -10.793 -28.094
H 37.238 -11.136 -28.300
H 39.791 -13.864 -29.218
H 40.295 -12.244 -28.795
C 40.140 -9.860 -20.134
O 39.463 -9.271 -19.327
N 39.897 -10.081 -21.376
N 41.148 -10.585 -19.737
H 40.447 -10.803 -21.819
H 38.963 -9.873 -21.699
H 41.517 -11.224 -20.426
H 41.535 -10.525 -18.806
C 27.947 -9.805 -23.287
O 26.866 -9.937 -22.776
N 29.075 -10.206 -22.931
N 28.178 -9.106 -24.418
H 29.926 -9.771 -23.256
H 29.144 -10.622 -22.013
H 29.140 -9.043 -24.718
H 27.502 -8.480 -24.831
C 33.828 0.608 -21.822
O 33.211 1.329 -20.947
N 33.485 -0.591 -22.213
N 34.981 0.936 -22.309
H 34.160 -1.168 -22.694
H 32.808 -1.128 -21.690
H 35.403 1.706 -21.809
H 35.459 0.301 -22.932
C 34.317 -6.471 -16.773
O 33.207 -6.079 -16.842
N 34.752 -7.665 -17.092
N 35.326 -5.752 -16.249
H 34.084 -8.364 -17.383
H 35.755 -7.789 -17.111
H 35.172 -4.760 -16.139
H 36.286 -6.063 -16.278
C 38.391 -2.596 -19.629
O 39.031 -3.092 -18.708
N 38.509 -1.348 -19.990
N 37.630 -3.334 -20.343
H 38.997 -0.806 -19.290
H 37.837 -1.058 -20.685
H 37.454 -2.848 -21.211
H 37.490 -4.326 -20.211
C 39.181 -2.901 -25.102
O 38.051 -2.595 -24.746
N 40.294 -2.168 -25.029
N 39.452 -4.019 -25.641
H 41.142 -2.669 -25.249
H 40.273 -1.290 -24.530
H 38.649 -4.573 -25.904
H 40.323 -4.261 -26.091
C 27.475 -14.712 -28.751
O 28.252 -15.455 -29.319
N 26.199 -14.554 -28.938
N 27.762 -13.895 -27.763
H 25.848 -15.146 -29.678
H 25.537 -13.943 -28.482
H 27.000 -13.342 -27.396
H 28.560 -13.920 -27.144
C 28.840 -7.329 -31.575
O 27.978 -8.109 -31.940
N 28.666 -6.176 -31.007
N 30.132 -7.538 -31.712
H 27.765 -5.719 -30.984
H 29.504 -5.785 -30.600
H 30.320 -8.420 -32.167
H 30.729 -6.723 -31.714

Record 4
17
Properties=species:S:1:pos:R:3 method="wB97M-V/def2-TZVPD" charge=+1 e_homo_ev="-14.55 / -14.54" homo_lumo_gap_ev="11.0 / 5.4" lumo_energy_ev="-3.5 / -9.1" relative_energy_ev=2.500 spin_multiplicity=2
C 0.451 -1.321 0.749
O 0.438 -0.117 1.516
C 1.697 -1.040 -0.180
N 1.864 -1.876 -1.385
H 0.266 -2.142 1.543
H -0.232 -1.268 0.011
H 0.185 0.669 1.043
H 1.686 0.016 -0.418
H 2.470 -1.167 0.528
H 2.819 -2.053 -1.507
H 1.230 -1.485 -2.133
H -2.059 1.576 -1.383
H -0.524 1.504 -1.543
O -1.371 0.928 -1.600
H -3.237 2.158 1.345
H -1.828 2.676 1.746
O -2.407 2.541 0.965

Record 5
24
Properties=species:S:1:pos:R:3 method="wB97M-V/def2-TZVPD" e_homo_ev=-8.22 homo_lumo_gap_ev=8.1 lumo_energy_ev=-0.1 relative_energy_ev=0.772
C -1.290 2.306 -1.179
C -1.959 1.461 -0.066
C -0.910 0.886 0.947
C -1.013 -0.644 0.866
O 0.164 -1.303 1.363
N 0.557 -2.265 0.418
C 1.592 -1.595 -0.296
N 2.856 -1.650 0.082
N 1.271 -0.861 -1.391
H -1.905 2.322 -2.086
H -1.105 3.308 -0.785
H -0.357 1.800 -1.460
H -2.536 0.644 -0.521
H -2.698 2.075 0.465
H -1.225 1.254 1.929
H 0.102 1.241 0.740
H -1.920 -0.938 1.423
H -1.190 -0.964 -0.165
H 1.025 -3.052 0.866
H 2.967 -2.161 0.950
H 3.284 -0.722 0.133
H 1.498 0.125 -1.348
H 0.898 -1.251 -2.239
F 1.894 -0.019 1.355

Record 6
69
Properties=species:S:1:pos:R:3 method="wB97M-V/def2-TZVPD" charge=+2 e_homo_ev="-13.27 / -13.27" homo_lumo_gap_ev="3.9 / 4.5" lumo_energy_ev="-9.4 / -8.7" spin_multiplicity=3
C 2.394 -3.150 -4.757
C 1.734 -4.523 -4.599
C 2.236 -2.646 -6.198
C 3.884 -3.192 -4.395
Cl 1.529 -2.056 -3.640
H 2.722 -3.356 -6.884
H 2.715 -1.665 -6.328
H 1.174 -2.581 -6.471
H 2.196 -5.266 -5.257
H 0.672 -4.443 -4.855
H 1.826 -4.857 -3.560
H 4.425 -3.896 -5.041
H 4.014 -3.509 -3.355
H 4.339 -2.202 -4.528
C -1.954 0.605 -1.320
C -1.789 1.240 -2.608
C -1.607 0.191 -3.586
H -1.892 2.305 -2.811
C -1.685 -1.068 -2.910
C -1.895 -0.822 -1.522
H -2.056 -1.575 -0.754
H -2.218 1.134 -0.408
H -1.545 0.349 -4.661
H -1.712 -2.035 -3.403
C 1.821 1.313 -0.722
C 0.952 2.361 -1.222
C 1.134 2.431 -2.651
H 0.325 3.016 -0.625
C 2.169 1.505 -3.014
C 2.566 0.787 -1.842
H 3.403 0.099 -1.781
H 1.943 1.028 0.320
H 0.645 3.113 -3.338
H 2.680 1.486 -3.971
Mo 0.273 0.476 -2.040
C 1.041 -0.065 6.597
C 1.801 -0.705 5.610
C 1.377 -0.693 4.279
C 0.223 0.027 3.937
C -0.544 0.659 4.915
C -0.124 0.626 6.250
As -0.269 0.174 2.034
C -2.136 -0.450 2.287
C -2.335 -1.835 2.146
C -3.600 -2.384 2.373
C -4.675 -1.549 2.697
C -4.477 -0.174 2.821
C -3.204 0.377 2.632
C -0.322 2.160 2.113
C -1.383 2.925 1.618
C -1.374 4.314 1.791
C -0.278 4.940 2.388
C 0.826 4.183 2.795
C 0.815 2.797 2.631
H 1.352 -0.104 7.642
H 2.731 -1.211 5.875
H 1.938 -1.223 3.509
H -1.457 1.190 4.650
H -0.708 1.148 7.009
H -1.499 -2.478 1.869
H -3.742 -3.463 2.290
H -5.667 -1.973 2.855
H -5.306 0.489 3.070
H -3.064 1.447 2.756
H -2.230 2.447 1.131
H -2.228 4.903 1.456
H -0.271 6.022 2.524
H 1.694 4.670 3.240
H 1.679 2.211 2.945

Record 7
18
Properties=species:S:1:pos:R:3 method="wB97M-V/def2-TZVPD" charge=+1 e_homo_ev="-13.19 / -13.19" homo_lumo_gap_ev="8.8 / 8.5" lumo_energy_ev="-4.4 / -4.6" relative_energy_ev=5.863
C 0.763 3.700 -0.201
C 0.125 2.550 -0.393
C 1.653 -1.749 -0.185
C -1.821 -1.443 0.400
C 0.662 -0.918 0.507
N -0.660 -0.801 -0.178
Cl -1.496 2.138 -0.637
H 0.159 4.567 -0.303
H 1.813 3.826 -0.158
H 1.520 -1.713 -1.296
H 1.887 -2.739 0.059
H 2.652 -1.317 -0.004
H -2.723 -0.709 0.297
H -2.050 -2.484 0.188
H -1.598 -1.541 1.478
H 0.542 -0.553 1.599
H -0.532 -1.122 -1.138
H -0.894 0.308 -0.036

Record 8
25
Properties=species:S:1:pos:R:3 method="wB97M-V/def2-TZVPD" smiles="C=C(/C(O)=C/C(C)=O)C(C)C" e_homo_ev=-8.71 homo_lumo_gap_ev=9.2 lumo_energy_ev=0.4 relative_energy_ev=2.870
C -0.892 -1.290 -0.953
C -0.838 -0.131 -0.378
C 0.570 0.383 -0.150
O 0.796 1.649 0.127
C 1.569 -0.522 -0.060
C 2.981 -0.008 0.105
C 4.122 -0.911 0.109
O 3.173 1.191 0.416
C -1.953 0.720 0.002
C -3.110 0.651 -1.036
C -2.321 0.448 1.593
H -1.878 -1.792 -1.212
H -0.093 -1.895 -1.338
H 1.811 1.728 0.284
H 1.456 -1.554 -0.079
H 4.436 -1.577 -0.701
H 4.930 -0.407 0.446
H 3.950 -1.533 0.990
H -1.481 1.760 0.159
H -3.887 0.017 -0.650
H -3.415 1.633 -1.310
H -2.901 0.262 -2.018
H -1.727 -0.432 1.871
H -1.906 1.239 2.051
H -3.391 0.371 1.731

Record 9
58
Properties=species:S:1:pos:R:3 method="wB97M-V/def2-TZVPD" smiles="C[C@@H](CC(=O)N1CC(F)(C(=O)N(CCS(=O)(=O)O)CC(N)=O)C1)CC(C)(C)C" e_homo_ev=-9.26 homo_lumo_gap_ev=9.5 lumo_energy_ev=0.2 relative_energy_ev=0.523
C 0.297 6.278 -1.760
C 0.494 4.918 -2.432
C 1.686 4.189 -1.804
C 2.165 3.030 -2.656
O 2.983 3.203 -3.547
N 1.685 1.801 -2.356
C 1.187 1.181 -1.121
C 0.972 -0.108 -1.948
F 1.734 -1.190 -1.554
C -0.527 -0.441 -2.056
O -1.194 0.141 -2.891
N -1.096 -1.347 -1.221
C -2.532 -1.531 -1.310
C -2.900 -2.553 -2.381
S -4.687 -2.845 -2.405
O -5.017 -3.693 -3.519
O -5.126 -3.128 -1.069
O -5.196 -1.359 -2.777
C -0.422 -2.013 -0.126
C -0.098 -1.076 1.034
N 0.634 -1.602 2.035
O -0.477 0.083 1.056
C 1.524 0.608 -3.195
C -0.793 4.072 -2.386
C -1.634 4.020 -3.669
C -2.033 5.423 -4.134
C -2.905 3.218 -3.377
C -0.861 3.309 -4.782
H 0.083 6.166 -0.694
H 1.189 6.900 -1.857
H -0.532 6.826 -2.208
H 0.757 5.123 -3.474
H 2.530 4.870 -1.690
H 1.436 3.858 -0.790
H 1.947 1.090 -0.344
H 0.277 1.638 -0.736
H -2.930 -1.846 -0.346
H -3.030 -0.585 -1.518
H -2.605 -2.224 -3.377
H -2.426 -3.521 -2.210
H -5.380 -1.364 -3.728
H -1.059 -2.814 0.249
H 0.494 -2.497 -0.460
H 0.960 -2.552 2.024
H 0.845 -0.996 2.809
H 0.817 0.754 -4.007
H 2.473 0.209 -3.553
H -0.549 3.036 -2.125
H -1.420 4.410 -1.553
H -1.163 6.018 -4.423
H -2.693 5.374 -5.003
H -2.562 5.966 -3.348
H -2.665 2.203 -3.049
H -3.503 3.688 -2.592
H -3.535 3.136 -4.266
H -0.573 2.301 -4.473
H -1.470 3.214 -5.684
H 0.051 3.842 -5.061

Record 10
47
Properties=species:S:1:pos:R:3 method="wB97M-V/def2-TZVPD" charge=-1 e_homo_ev=-5.07 homo_lumo_gap_ev=7.9 lumo_energy_ev=2.8 relative_energy_ev=0.300
I -0.687 -0.254 0.583
C -4.564 0.093 -4.310
C -3.144 0.031 -3.710
C -2.246 1.048 -4.403
O -0.905 0.891 -3.968
C -0.099 2.017 -4.178
N -3.228 0.229 -2.277
H -5.223 -0.444 -3.629
H -4.622 -0.406 -5.280
H -4.966 1.099 -4.458
H -2.798 -0.989 -3.891
H -2.558 2.060 -4.104
H -2.311 1.045 -5.499
H -0.693 2.895 -4.447
H 0.551 1.879 -5.057
H 0.610 2.188 -3.370
H -2.305 0.077 -1.858
H -3.504 1.182 -2.068
C 4.750 0.523 2.798
C 3.589 -0.338 2.396
C 3.510 -1.762 2.955
O 4.700 -2.465 2.587
C 5.649 -2.516 3.640
N 2.297 0.356 2.506
H 4.668 1.518 2.358
H 5.683 0.201 2.327
H 4.859 0.462 3.883
H 3.664 -0.635 1.331
H 2.627 -2.298 2.624
H 3.356 -1.677 4.042
H 5.918 -1.486 3.896
H 6.584 -2.983 3.343
H 5.208 -2.960 4.533
H 1.631 -0.039 1.839
H 2.428 1.320 2.226
O -4.091 -1.769 -0.090
H -4.146 -1.174 -0.860
H -3.264 -1.499 0.334
O 0.165 -1.652 3.753
H -0.447 -2.296 3.383
H 0.484 -1.154 2.977
O -3.154 0.659 3.031
H -4.023 0.799 2.641
H -2.571 0.507 2.263
O -2.826 2.440 -0.176
H -2.586 3.321 -0.486
H -1.974 1.954 -0.125

Record 11
11
Properties=species:S:1:pos:R:3 method="wB97M-V/def2-TZVPD" smiles=Nn1cc(Cl)c(F)n1 e_homo_ev=-9.20 homo_lumo_gap_ev=10.1 lumo_energy_ev=0.9 relative_energy_ev=1.159
N 1.428 1.099 2.344
N 0.706 0.478 1.288
C 1.051 0.580 -0.031
C 0.123 -0.097 -0.745
Cl -0.219 0.049 -2.386
C -0.739 -0.600 0.309
F -1.759 -1.375 0.191
N -0.317 -0.271 1.518
H 1.577 0.322 3.043
H 0.780 1.643 2.830
H 1.867 1.146 -0.290